A molecular structure, C16H15BrCl4O2SiY at a distorted geometry, computed with wB97M-V/def2-TZVPD.

The calculation puts the orbital gap at 7.3 eV. The LUMO energy comes out at 2.465 eV. The net charge is -1. As for the HOMO energy: -4.864 eV. The spin multiplicity is 1.

XYZ file:
```
40
C16H15BrCl4O2SiY, DFT wB97M-V/def2-TZVPD
Y 0.111 -0.450 -0.214
Cl -5.296 -2.995 3.282
C -4.127 -1.917 2.608
C -4.200 -0.558 2.864
Cl -5.457 0.075 3.865
C -3.244 0.297 2.306
Cl -3.315 2.000 2.601
C -2.209 -0.170 1.499
O -1.305 0.641 0.974
C -2.130 -1.579 1.238
O -1.157 -2.048 0.477
C -3.097 -2.410 1.800
Cl -2.984 -4.103 1.463
C -0.375 1.891 -4.978
Si 0.226 1.224 -3.302
C 0.498 2.729 -2.171
C 1.914 0.397 -3.613
C -0.804 0.007 -2.369
H 0.355 2.568 -5.431
H -1.313 2.442 -4.870
H -0.554 1.078 -5.687
H 1.214 3.444 -2.582
H 0.871 2.416 -1.189
H -0.444 3.255 -2.005
H 2.622 1.058 -4.118
H 1.791 -0.495 -4.232
H 2.369 0.084 -2.667
H -0.965 -0.912 -2.948
H -1.800 0.423 -2.162
Br 4.649 -1.206 5.134
C 3.584 -0.918 3.567
C 4.049 -1.345 2.339
C 3.255 -1.142 1.215
C 1.993 -0.526 1.250
C 1.597 -0.098 2.535
C 2.361 -0.288 3.682
H 5.013 -1.832 2.256
H 3.660 -1.497 0.270
H 0.643 0.408 2.669
H 2.000 0.050 4.645
```

Results of the Löwdin charge analysis, in e, for atoms 1 through 6: atom 1 (Y): 1.520, atom 2 (Cl): 0.629, atom 3 (C): -0.726, atom 4 (C): -0.727, atom 5 (Cl): 0.628, atom 6 (C): -0.618

=====

A molecular structure, C46H39GeN2PdSSb at a distorted geometry, computed with wB97M-V/def2-TZVPD.

The calculation puts the orbital gap (alpha / beta) at 8.2 / 5.7 eV. The LUMO energy (alpha / beta) comes out at -5.227 / -7.865 eV. The net charge is +2. As for the HOMO energy (alpha / beta): -13.427 / -13.573 eV. The spin multiplicity is 5.

XYZ file:
```
91
C46H39GeN2PdSSb, DFT wB97M-V/def2-TZVPD
Pd 0.015 -0.886 -0.058
N 1.897 0.104 0.965
C 1.620 1.303 1.686
C 2.419 1.798 2.675
C 2.087 3.004 3.329
C 0.942 3.677 3.013
C 0.056 3.145 2.044
C -1.207 3.706 1.752
C -2.052 3.063 0.891
C -1.631 1.856 0.309
N -0.440 1.338 0.515
C 0.410 1.960 1.372
H 2.332 0.326 0.077
H 2.505 -0.532 1.471
H 3.332 1.278 2.946
H 2.756 3.397 4.084
H 0.679 4.599 3.517
H -1.506 4.622 2.249
H -3.041 3.445 0.676
H -2.300 1.304 -0.340
C -1.950 -1.548 0.658
Ge -1.250 -2.526 2.176
C 0.658 -2.805 1.682
C 1.010 -3.092 0.341
C 2.358 -3.201 -0.031
C 3.350 -3.054 0.921
C 3.007 -2.824 2.254
C 1.675 -2.687 2.627
C -2.032 -4.321 2.240
C -2.219 -4.987 1.030
C -2.743 -6.273 1.015
C -3.082 -6.891 2.213
C -2.891 -6.233 3.419
C -2.362 -4.946 3.439
C -1.352 -1.408 3.764
C -2.262 -1.620 4.798
C -2.294 -0.750 5.882
C -1.434 0.339 5.931
C -0.537 0.566 4.894
C -0.500 -0.306 3.817
H -2.930 -1.088 0.560
H 0.248 -3.418 -0.360
H 2.618 -3.449 -1.052
H 4.389 -3.160 0.636
H 3.785 -2.753 3.006
H 1.422 -2.498 3.665
H -1.957 -4.498 0.098
H -2.883 -6.792 0.075
H -3.488 -7.895 2.205
H -3.148 -6.719 4.351
H -2.195 -4.452 4.388
H -2.953 -2.454 4.762
H -2.993 -0.924 6.690
H -1.464 1.008 6.782
H 0.134 1.418 4.927
H 0.208 -0.143 3.016
S 1.261 -0.337 -2.030
Sb -0.613 0.541 -3.099
C -2.227 -0.729 -2.588
C -1.917 -2.092 -2.568
C -2.940 -3.020 -2.405
C -4.246 -2.589 -2.220
C -4.545 -1.231 -2.231
C -3.540 -0.295 -2.437
C -0.831 2.605 -2.703
C 0.320 3.330 -2.419
C 0.222 4.707 -2.266
C -1.008 5.339 -2.397
C -2.153 4.602 -2.677
C -2.068 3.226 -2.843
C -0.339 0.199 -5.158
C -1.223 -0.634 -5.835
C -1.034 -0.847 -7.194
C 0.022 -0.232 -7.854
C 0.901 0.596 -7.165
C 0.724 0.820 -5.808
H -0.903 -2.428 -2.745
H -2.719 -4.079 -2.447
H -5.039 -3.314 -2.084
H -5.567 -0.898 -2.102
H -3.796 0.756 -2.488
H 1.276 2.833 -2.301
H 1.112 5.288 -2.057
H -1.071 6.416 -2.295
H -3.112 5.096 -2.777
H -2.960 2.662 -3.091
H -2.047 -1.113 -5.320
H -1.715 -1.490 -7.736
H 0.161 -0.398 -8.915
H 1.724 1.071 -7.684
H 1.408 1.466 -5.269
```

Results of the Löwdin charge analysis, in e, for atoms 1 through 6: atom 1 (Pd): 0.691, atom 2 (N): 0.079, atom 3 (C): -0.252, atom 4 (C): 0.010, atom 5 (C): -0.044, atom 6 (C): -0.007

=====

C2H3NO2 in the gas phase at a distorted geometry, computed with wB97M-V/def2-TZVPD.

The calculation puts the orbital gap (alpha / beta) at 6.4 / 8.7 eV. The LUMO energy (alpha / beta) comes out at 0.842 / -2.451 eV. As for the HOMO energy (alpha / beta): -5.587 / -11.167 eV. The spin multiplicity is 3.

XYZ file:
```
8
C2H3NO2, DFT wB97M-V/def2-TZVPD
C 1.169 -0.810 -0.320
C -0.789 0.643 0.318
N 0.403 0.279 -0.633
O 2.010 -1.305 0.322
O 0.235 -1.071 -1.225
H -0.457 1.590 0.855
H -1.634 0.879 -0.254
H -0.938 -0.205 0.937
```

Results of the Löwdin charge analysis, in e, for atoms 1 through 6: atom 1 (C): -0.576, atom 2 (C): 0.016, atom 3 (N): 0.048, atom 4 (O): 0.188, atom 5 (O): 0.096, atom 6 (H): 0.098

=====

A molecular structure, I2O4V2 at a distorted geometry, computed with wB97M-V/def2-TZVPD.

The calculation puts the orbital gap at 2.2 eV. The LUMO energy comes out at -5.864 eV. As for the HOMO energy: -8.106 eV. The spin multiplicity is 1.

XYZ file:
```
8
I2O4V2, DFT wB97M-V/def2-TZVPD
O 1.422 -1.362 0.619
V 1.972 -0.813 2.144
O 3.148 -1.991 2.716
O -2.219 1.127 0.600
V -1.259 0.937 -0.783
O -0.562 -0.468 -0.797
I 0.615 2.702 -1.651
I -3.116 -0.132 -2.847
```

Results of the Löwdin charge analysis, in e, for atoms 1 through 6: atom 1 (O): -0.230, atom 2 (V): 1.298, atom 3 (O): -0.310, atom 4 (O): -0.509, atom 5 (V): 0.148, atom 6 (O): -0.517

=====

A gas-phase ion, C19H29INO5 (charge -1) at a distorted geometry, computed with wB97M-V/def2-TZVPD.

The calculation puts the orbital gap at 7.0 eV. The LUMO energy comes out at 2.478 eV. The SMILES is C#CCCCN(CC(=O)OC(C)=O)[C@](CCCI)(CCC(C)C)C(=O)[O-]. The net charge is -1. As for the HOMO energy: -4.487 eV. The spin multiplicity is 1.

XYZ file:
```
55
C19H29INO5, DFT wB97M-V/def2-TZVPD
C 5.195 -0.273 1.897
C 4.330 -1.027 1.536
C 3.219 -1.852 0.946
C 2.183 -2.252 2.030
C 0.693 -2.254 1.566
N 0.356 -1.285 0.510
C -0.417 -1.985 -0.502
C 0.410 -2.878 -1.421
O 1.517 -3.262 -1.250
O -0.276 -3.332 -2.601
C -0.376 -2.334 -3.557
C 0.699 -2.111 -4.617
O -1.349 -1.637 -3.582
C -0.347 -0.095 1.020
C -1.777 -0.361 1.567
C -2.638 0.926 1.750
C -4.047 0.601 2.319
I -4.512 1.807 4.073
C -0.297 0.999 -0.126
C -0.096 2.446 0.356
C -0.290 3.393 -0.897
C -1.738 3.385 -1.450
C 0.804 3.085 -1.957
C 0.481 0.521 2.213
O -0.070 0.769 3.306
O 1.695 0.739 2.044
H 5.868 0.556 1.982
H 3.710 -2.748 0.527
H 2.808 -1.283 0.105
H 2.357 -1.644 2.926
H 2.417 -3.296 2.324
H 0.083 -2.100 2.480
H 0.465 -3.290 1.255
H -1.013 -1.322 -1.152
H -1.172 -2.655 -0.023
H 1.344 -1.277 -4.301
H 0.236 -1.815 -5.569
H 1.315 -2.998 -4.826
H -2.394 -1.037 0.943
H -1.745 -0.817 2.573
H -2.804 1.314 0.727
H -2.143 1.679 2.369
H -4.158 -0.452 2.617
H -4.852 0.798 1.596
H -1.257 0.890 -0.676
H 0.492 0.667 -0.815
H 0.930 2.652 0.692
H -0.828 2.788 1.098
H -0.092 4.414 -0.519
H -1.858 2.671 -2.284
H -1.921 4.383 -1.897
H -2.504 3.228 -0.677
H 0.426 2.576 -2.861
H 1.374 3.980 -2.264
H 1.561 2.405 -1.525
```

Results of the Löwdin charge analysis, in e, for atoms 1 through 6: atom 1 (C): 0.067, atom 2 (C): -0.149, atom 3 (C): -0.209, atom 4 (C): -0.162, atom 5 (C): -0.162, atom 6 (N): -0.084

=====

A molecular structure, C18H21Cl4N3O10P2SV, computed with wB97M-V/def2-TZVPD.

The calculation puts the orbital gap (alpha / beta) at 4.6 / 5.3 eV. The LUMO energy (alpha / beta) comes out at 3.955 / 3.953 eV. The net charge is -2. As for the HOMO energy (alpha / beta): -0.647 / -1.299 eV. The spin multiplicity is 4.

XYZ file:
```
60
C18H21Cl4N3O10P2SV, DFT wB97M-V/def2-TZVPD
V -1.890 -0.136 -1.047
N -1.414 -3.050 1.574
C -0.356 -3.155 0.477
C 0.557 -4.340 0.730
P 0.520 -1.534 0.706
O 0.823 -1.739 2.339
O 1.839 -1.477 0.047
O -0.561 -0.500 0.692
P -1.455 -3.412 -1.010
O -2.318 -4.687 -0.342
O -0.745 -3.964 -2.171
O -2.413 -2.266 -0.915
H -0.962 -2.863 2.471
H -1.987 -3.897 1.565
H -2.004 -2.248 1.306
H 1.092 -4.245 1.678
H 1.286 -4.367 -0.078
H 0.000 -5.279 0.724
H 1.773 -1.870 2.435
H -2.091 -5.454 -0.878
S -4.175 0.310 -2.328
C -4.583 0.582 -0.689
C -5.867 0.924 -0.205
C -6.061 1.136 1.138
C -4.987 1.016 2.028
C -3.760 0.675 1.496
N -3.561 0.455 0.198
H -6.676 1.018 -0.917
H -7.046 1.404 1.507
H -5.100 1.193 3.089
H -2.876 0.579 2.121
Cl 2.871 3.922 -3.898
C 1.954 2.525 -3.404
C 2.362 1.258 -3.763
Cl 3.805 1.035 -4.711
C 1.617 0.140 -3.341
Cl 2.096 -1.465 -3.799
C 0.463 0.269 -2.570
O -0.283 -0.726 -2.208
C 0.052 1.599 -2.156
O -0.996 1.710 -1.409
C 0.805 2.686 -2.607
Cl 0.261 4.277 -2.150
O 4.364 1.431 3.080
C 3.124 1.920 3.023
O 2.649 2.605 3.896
C 2.391 1.504 1.740
N 3.362 0.850 0.841
C 3.594 1.752 -0.317
C 3.014 3.101 0.102
C 1.825 2.697 0.971
H 1.605 0.809 2.046
H 2.980 -0.034 0.513
H 4.411 0.933 2.202
H 3.077 1.366 -1.196
H 4.660 1.813 -0.547
H 2.730 3.711 -0.753
H 3.744 3.660 0.698
H 0.995 2.360 0.344
H 1.465 3.482 1.633
```

Results of the Löwdin charge analysis, in e, for atoms 1 through 6: atom 1 (V): 0.659, atom 2 (N): 0.150, atom 3 (C): -0.477, atom 4 (C): -0.086, atom 5 (P): 0.372, atom 6 (O): -0.191